Record 1
{"formula": "C29H56BF3N2O11", "method": "ωB97M-V/def2-TZVPD", "homo_lumo_gap_ev": 4.567, "lumo_ev": -1.4, "symbols": ["H", "H", "N", "C", "C", "C", "H", "H", "C", "C", "H", "H", "H", "H", "F", "C", "H", "H", "C", "H", "H", "H", "H", "C", "H", "H", "H", "C", "H", "C", "H", "C", "O", "H", "H", "H", "H", "O", "C", "C", "H", "H", "C", "C", "H", "H", "N", "H", "H", "C", "H", "C", "H", "H", "H", "C", "O", "H", "C", "H", "C", "C", "H", "H", "F", "H", "C", "H", "O", "H", "H", "O", "H", "O", "H", "B", "H", "C", "H", "C", "C", "H", "O", "C", "C", "H", "H", "H", "H", "H", "O", "O", "H", "C", "H", "H", "O", "H", "F", "O", "H", "C"], "coordinates": [[2.360, -4.396, -1.506], [5.321, -4.498, 1.495], [5.507, -3.886, 0.711], [3.677, 7.053, -1.438], [1.859, 9.042, 0.301], [-2.149, 3.653, 2.397], [1.748, 0.967, -1.414], [-4.114, 0.238, -1.363], [4.699, -4.307, -0.452], [-3.428, -2.574, -2.877], [5.317, -4.919, -1.110], [0.346, 3.822, 2.062], [0.011, -4.739, 2.398], [2.164, -2.554, 0.430], [4.575, 7.184, -0.448], [0.091, -2.642, 0.320], [0.788, -2.512, -2.188], [-3.434, -2.817, -3.939], [-4.816, -2.928, -2.316], [1.693, 6.640, -1.933], [2.952, -4.273, 1.991], [4.046, -2.266, -0.547], [-2.677, -3.246, -2.442], [-2.060, 0.332, -0.824], [-3.524, -1.212, -0.634], [3.158, 10.572, 1.091], [1.804, -3.373, 2.966], [-0.171, 4.308, 1.235], [-0.456, -0.656, -1.775], [2.189, 6.976, -0.989], [-3.450, -4.691, 1.341], [-3.273, -0.451, -1.375], [0.971, -5.008, 0.577], [-0.882, 3.093, -0.403], [-3.950, -3.222, -0.342], [2.424, -4.888, 3.575], [1.746, 8.410, 1.189], [-3.135, 2.992, 2.131], [-1.563, 3.634, 3.787], [-0.774, -0.498, -0.744], [2.130, -1.395, -2.062], [-2.288, 4.053, 4.480], [2.735, -3.430, -1.848], [1.402, -2.032, -0.150], [5.220, -2.964, 1.018], [0.973, -6.184, 2.277], [-1.089, -1.869, -0.208], [2.865, -3.549, -2.925], [3.390, 10.248, -0.642], [0.385, 0.186, -0.004], [-1.803, -1.819, 0.515], [2.106, -4.378, 2.668], [-3.144, -6.200, 0.486], [1.059, 9.788, 0.342], [-1.846, -4.617, -0.560], [-0.069, 0.668, 1.371], [1.518, -0.675, 0.206], [0.252, 5.308, 1.132], [0.868, 1.355, -0.904], [1.699, 2.469, 0.799], [-3.067, -1.088, -2.762], [4.108, -3.121, -1.223], [-5.728, -3.019, -0.371], [-2.056, -0.903, -3.129], [4.006, 5.909, -2.091], [0.201, 4.388, -0.841], [-5.161, -5.444, 0.332], [0.122, 1.598, -1.658], [2.052, 6.209, 0.055], [4.805, -2.855, -2.015], [-1.377, 2.592, 4.044], [-1.597, 4.458, 1.478], [-1.479, -2.407, -0.985], [-5.051, -4.884, -0.915], [-0.620, 4.168, 3.857], [0.017, -4.207, 0.026], [0.071, -2.524, 1.406], [-3.879, -5.666, 1.084], [0.798, 0.966, 1.957], [1.717, -2.314, -1.641], [-4.871, -3.454, -0.887], [-4.092, -6.171, 2.019], [-0.735, -0.392, 2.083], [1.241, 2.650, -0.171], [3.188, 9.789, 0.327], [3.891, -4.963, -0.110], [4.020, 9.134, 0.572], [-0.754, 1.507, 1.286], [-2.361, 0.718, 0.148], [-2.362, -0.562, 3.052], [-2.010, 0.149, 2.500], [-6.230, -5.758, 0.781], [-5.445, -2.037, -2.366], [0.032, 3.608, -0.098], [2.004, 3.148, -0.765], [-1.892, 1.186, -1.475], [-0.929, -4.745, -0.821], [-5.297, -3.657, -2.967], [3.927, 8.057, -2.319], [1.595, 8.307, -0.869], [-3.716, -0.561, -3.464], [0.959, -5.130, 2.011]], "forces_ev_per_a": [[-0.08, 0.03, 0.20], [0.23, -0.11, 0.00], [-0.19, 0.08, -0.17], [-0.04, 0.35, -0.14], [-0.32, 0.18, 0.21], [-0.84, -0.45, -0.17], [-0.04, -0.09, -0.11], [-0.07, -0.01, -0.08], [-0.08, -0.09, 0.53], [-0.19, -0.13, -0.14], [0.05, 0.03, -0.06], [-0.20, -0.24, 0.07], [-0.06, -0.08, 0.03], [0.05, 0.12, 0.11], [0.02, -0.06, 0.04], [-0.16, -0.15, 0.68], [0.05, -0.13, -0.14], [0.15, -0.06, -0.02], [0.07, 0.30, -0.10], [-0.06, 0.01, 0.03], [0.08, -0.21, -0.02], [-0.06, 0.09, -0.02], [0.09, 0.05, 0.08], [-0.57, -0.23, -0.03], [-0.20, -0.07, -0.02], [-0.06, 0.02, -0.03], [0.02, 0.07, -0.08], [0.17, 0.94, -0.33], [0.23, -0.25, 0.07], [-0.33, -0.26, 0.26], [0.02, 0.01, -0.02], [0.66, -0.07, 0.30], [-0.35, -0.10, 0.03], [-0.14, -0.08, 0.26], [0.03, 0.08, 0.11], [0.09, -0.04, -0.01], [0.12, -0.11, -0.06], [0.52, 0.51, 0.08], [0.50, -0.23, -0.26], [-0.07, 0.50, -0.37], [-0.02, 0.05, -0.01], [-0.06, 0.00, 0.02], [0.15, -0.01, -0.50], [0.34, -0.42, -0.49], [0.07, 0.07, -0.04], [0.12, -0.13, -0.32], [0.31, -0.47, -0.34], [-0.08, -0.05, -0.03], [-0.04, 0.05, 0.00], [-0.30, 0.33, -0.08], [0.04, 0.29, 0.10], [-0.12, 0.21, 0.11], [-0.05, -0.18, -0.02], [-0.04, -0.05, -0.01], [-0.14, 0.04, -0.30], [0.05, 0.00, 0.13], [-0.33, -0.18, 0.21], [0.07, 0.02, 0.16], [0.46, -0.09, 0.57], [0.00, -0.06, 0.07], [-0.42, 0.15, 0.06], [0.09, -0.45, 0.00], [0.08, 0.03, 0.21], [0.08, -0.11, -0.02], [0.01, -0.12, -0.02], [-0.08, 0.05, -0.01], [-0.98, -0.44, 0.54], [0.00, -0.01, -0.11], [-0.15, -0.35, 0.11], [0.01, 0.28, 0.03], [-0.14, -0.02, 0.17], [0.12, -0.37, 0.18], [-0.16, 0.04, 0.00], [0.37, 0.22, 0.02], [-0.09, 0.20, 0.08], [0.24, -0.24, -0.19], [-0.06, 0.22, 0.01], [0.22, 0.47, -0.02], [0.03, 0.03, 0.01], [-0.17, 0.41, 0.24], [-0.29, -0.28, -0.36], [0.03, -0.18, -0.04], [-0.15, -0.18, -0.03], [-0.24, 0.37, -0.67], [0.11, -0.12, 0.07], [-0.16, 0.04, -0.10], [0.01, -0.01, -0.05], [-0.01, 0.04, 0.02], [0.16, 0.08, 0.09], [0.19, -0.02, 0.17], [-0.05, 0.09, -0.23], [0.58, 0.21, -0.44], [-0.02, 0.04, -0.03], [0.34, -0.09, -0.11], [0.14, 0.04, 0.15], [0.17, 0.07, 0.04], [0.05, 0.04, 0.25], [-0.03, -0.14, 0.12], [0.03, -0.06, 0.02], [0.48, 0.14, -0.38], [0.04, 0.03, -0.07], [0.10, 0.35, 0.31]], "lowdin_charge": [0.10, 0.05, -0.01, -0.55, -0.29, -0.55, 0.12, 0.13, -0.28, -0.19, 0.11, 0.11, 0.12, 0.14, 0.11, -0.06, 0.12, 0.12, -0.15, 0.14, 0.06, 0.10, 0.10, -0.11, 0.08, 0.07, 0.08, -0.15, 0.15, -0.53, 0.08, -0.16, 0.08, 0.10, 0.09, 0.09, 0.10, 0.08, 0.02, -0.17, 0.13, 0.09, -0.18, -0.27, 0.05, 0.13, 0.16, 0.12, 0.07, -0.36, 0.17, -0.04, 0.09, 0.11, 0.07, -0.08, -0.01, 0.11, -0.08, 0.11, -0.18, -0.17, 0.14, 0.11, 0.09, 0.12, -0.52, 0.11, -0.16, 0.12, 0.08, 0.00, 0.13, -0.03, 0.08, -0.61, 0.15, 0.02, 0.14, -0.11, -0.18, 0.10, -0.14, -0.15, -0.09, 0.09, 0.06, 0.12, 0.11, 0.11, 0.00, 0.15, 0.12, -0.15, 0.12, 0.13, 0.19, 0.12, 0.10, -0.12, 0.12, -0.20]}

---

Record 2
{"formula": "C59H58AlBN10O21PS", "method": "ωB97M-V/def2-TZVPD", "charge": -1, "homo_lumo_gap_ev": 4.136, "lumo_ev": 0.3, "symbols": ["H", "C", "C", "H", "C", "N", "C", "C", "H", "H", "H", "H", "O", "O", "H", "C", "C", "C", "C", "H", "H", "C", "C", "C", "H", "C", "H", "C", "S", "C", "H", "C", "C", "H", "O", "C", "H", "C", "H", "N", "H", "H", "H", "H", "N", "H", "B", "C", "C", "H", "C", "H", "N", "H", "N", "H", "C", "O", "C", "H", "C", "N", "H", "H", "O", "N", "C", "O", "H", "H", "C", "O", "C", "H", "H", "O", "O", "H", "O", "H", "Al", "H", "C", "C", "C", "O", "H", "H", "C", "C", "O", "H", "H", "C", "C", "H", "C", "H", "C", "C", "H", "C", "C", "C", "H", "H", "P", "O", "H", "O", "H", "C", "H", "O", "C", "O", "N", "C", "H", "H", "C", "H", "C", "C", "O", "C", "C", "C", "H", "C", "C", "C", "H", "C", "N", "C", "C", "C", "H", "C", "O", "H", "H", "N", "O", "H", "C", "O", "H", "H", "H", "O"], "coordinates": [[5.830, 0.961, 3.533], [-4.795, 3.467, 6.991], [4.971, 2.869, 3.991], [-2.907, -5.057, 0.401], [4.029, -8.034, -1.762], [-0.039, 7.518, -1.024], [2.920, 9.715, -0.447], [-1.337, -3.950, 1.351], [-3.273, 1.724, 3.494], [0.809, -7.451, -3.760], [-4.609, 2.944, 4.923], [7.853, -12.780, -7.191], [-3.798, -0.488, 0.503], [2.680, -10.629, -5.141], [-2.387, 0.232, 3.349], [-3.955, 5.635, 7.613], [-0.084, -4.010, 1.939], [4.919, -3.413, 3.099], [6.959, -12.231, -6.925], [2.766, -8.160, -0.027], [3.781, 10.081, -0.989], [-0.002, -6.389, 1.517], [-4.425, 3.697, 5.675], [4.693, -10.829, -6.234], [4.476, 4.073, 7.125], [-5.595, 1.542, -3.288], [-4.842, 4.248, 8.988], [5.660, -10.212, -7.007], [-0.303, -1.110, -2.242], [-10.671, 6.376, -7.350], [1.447, 9.931, 2.596], [-9.399, 5.410, -5.546], [5.533, 1.644, 4.317], [5.538, -9.191, -7.340], [0.191, 7.187, -2.171], [4.770, 3.394, 6.339], [4.832, 3.139, 2.954], [-3.321, 0.725, 3.060], [-9.839, 8.125, -8.259], [4.249, -1.767, 1.418], [6.162, -6.534, 2.707], [2.259, -0.254, 3.686], [-11.259, 4.623, -6.262], [3.409, 10.774, 1.353], [1.890, -5.292, 2.652], [-3.773, 6.388, 8.368], [-0.404, 2.994, 1.879], [-1.257, -6.322, 0.935], [-8.605, 7.360, -6.675], [-1.854, -3.001, 1.282], [1.717, -7.620, -3.197], [-5.265, 2.531, 7.262], [-7.656, 2.877, -3.351], [5.059, -7.873, -3.643], [3.495, -10.075, -5.847], [-0.078, 5.222, 1.764], [5.708, 1.292, 5.648], [-2.842, 6.179, 3.707], [5.329, 2.167, 6.657], [0.369, -3.109, 2.324], [6.800, -10.920, -7.351], [-0.695, 1.434, -1.134], [-3.108, 6.803, 6.032], [-4.183, 0.143, 3.378], [-6.600, 8.351, -6.136], [3.979, 5.019, 4.668], [-3.547, 2.508, -2.487], [-1.003, 7.170, -0.381], [0.517, -7.335, 1.577], [2.984, -7.502, -4.909], [-9.714, 7.365, -7.502], [3.938, -1.025, 2.331], [4.811, -3.072, 1.768], [2.189, 8.558, -2.093], [1.059, 2.957, 3.135], [-8.190, 3.960, -3.165], [6.321, -8.200, -1.587], [1.174, -1.550, 3.280], [0.099, 2.984, 3.207], [5.467, 1.891, 7.694], [-0.946, 1.263, 0.801], [4.619, -2.726, 3.875], [2.941, -7.649, -3.853], [-8.436, 6.396, -5.695], [-4.247, 1.423, -2.997], [3.391, -8.932, -6.251], [5.973, -5.885, 0.332], [-0.112, 4.428, 0.169], [0.926, 8.408, -0.362], [5.680, -5.191, 1.107], [-7.767, 9.239, -7.709], [-0.152, 8.413, 1.495], [-11.541, 6.365, -7.994], [1.198, -0.115, 1.724], [1.607, 9.631, 1.569], [-1.590, 4.707, 1.058], [2.710, 10.102, 0.870], [6.139, 0.332, 5.899], [-4.191, 3.720, -2.274], [1.654, -7.806, -1.822], [-3.739, 0.482, -3.161], [-3.817, 4.895, 5.349], [-0.528, 0.348, -1.600], [-1.925, -5.105, 0.854], [7.567, -10.447, -7.950], [0.461, -0.036, 3.749], [-3.266, 0.971, 1.193], [2.334, -4.257, 3.107], [-7.569, 6.402, -5.051], [4.101, -1.511, 0.241], [-6.038, 4.793, -2.397], [5.408, -4.665, 3.437], [5.092, -3.668, -0.277], [3.809, 5.272, 3.494], [4.593, 3.727, 5.008], [-8.246, 1.896, -3.757], [-7.578, 8.396, -6.852], [-3.580, 5.870, 6.300], [6.100, -13.863, -5.829], [1.661, 0.850, 1.457], [5.975, -12.840, -6.158], [-1.717, -7.221, 0.544], [5.789, -5.553, 2.443], [0.707, 8.778, 0.951], [3.680, 5.759, 5.585], [1.305, -0.466, 3.210], [2.025, 8.860, -1.069], [-4.558, 4.433, 7.959], [1.760, -0.875, 1.174], [5.185, -3.945, 0.763], [-10.512, 5.399, -6.376], [0.566, -5.230, 2.018], [0.699, -7.783, -1.314], [2.816, -8.017, -1.097], [-3.402, 5.131, 3.957], [-5.538, 3.850, -2.565], [4.834, -12.137, -5.808], [4.106, -7.855, -3.133], [5.483, -4.951, 4.478], [-0.539, 4.415, 1.177], [-0.152, -0.257, 1.350], [-6.139, 0.696, -3.681], [-3.641, 4.562, -1.876], [5.261, -8.230, -0.990], [5.149, -8.400, 0.207], [-9.278, 4.650, -4.786], [-6.227, 2.755, -3.064], [-3.644, 4.260, 3.151], [4.071, -12.611, -5.208], [-2.496, 2.408, -2.252], [-4.752, -0.495, 0.424], [2.463, -6.365, 2.679]], "forces_ev_per_a": [[-0.07, 0.01, -0.03], [0.04, 0.14, 0.08], [0.02, -0.06, -0.25], [0.01, 0.02, -0.01], [-0.25, 0.02, -0.16], [-0.05, -0.13, -0.04], [-0.06, 0.02, 0.14], [-0.16, -0.04, -0.05], [-0.35, 0.02, 0.05], [0.01, 0.01, 0.00], [0.09, 0.09, -0.10], [-0.01, 0.00, 0.00], [0.53, -0.50, 0.35], [-0.04, -0.04, -0.02], [-0.24, -0.26, 0.32], [-0.06, -0.13, -0.01], [0.09, 0.18, 0.07], [0.26, 0.00, 0.40], [0.01, -0.01, 0.00], [0.16, 0.04, 0.01], [-0.01, -0.02, -0.02], [0.00, -0.30, -0.07], [-0.11, -0.26, -0.06], [0.29, -0.12, -0.04], [-0.07, 0.09, -0.12], [-0.01, -0.25, -0.06], [0.00, 0.00, -0.01], [0.10, 0.21, -0.13], [-0.05, 0.28, -0.01], [0.03, -0.09, 0.11], [-0.02, -0.04, 0.01], [-0.21, -0.05, -0.16], [0.03, -0.02, 0.11], [-0.13, 0.00, 0.09], [0.04, 0.04, -0.01], [-0.02, 0.04, 0.28], [-0.08, 0.11, 0.05], [1.23, -0.32, -0.79], [0.15, 0.05, 0.05], [-0.14, 0.04, -0.01], [-0.03, -0.01, -0.03], [-0.03, 0.31, 0.02], [0.01, 0.00, 0.01], [0.00, -0.02, 0.00], [-0.21, 0.10, -0.21], [0.01, 0.02, -0.02], [0.11, 0.86, -0.17], [-0.02, 0.15, 0.00], [-0.19, -0.24, 0.05], [0.08, 0.09, -0.03], [0.03, -0.02, 0.09], [0.01, -0.01, -0.04], [0.12, -0.05, 0.06], [0.06, 0.01, 0.14], [-0.09, 0.04, 0.00], [0.05, -0.04, -0.02], [0.01, 0.00, 0.01], [-0.04, 0.05, 0.05], [0.03, -0.06, -0.13], [0.03, -0.04, -0.04], [-0.02, -0.13, 0.06], [0.10, -0.84, 0.22], [0.03, -0.07, -0.16], [-0.13, 0.17, 0.06], [0.02, 0.00, 0.03], [-0.04, 0.10, -0.01], [0.07, 0.08, 0.00], [-0.13, 0.05, -0.04], [0.11, 0.07, 0.10], [-0.01, 0.18, -0.11], [-0.15, 0.11, -0.22], [0.49, 0.04, -0.12], [0.12, -0.22, 0.06], [-0.14, -0.09, 0.01], [0.10, 0.02, 0.33], [0.08, -0.06, 0.14], [0.02, 0.00, 0.00], [0.03, 0.02, 0.13], [-0.06, -0.10, -0.46], [-0.02, 0.03, 0.01], [-0.20, -1.33, 0.41], [-0.11, 0.08, -0.13], [-0.19, 0.30, 0.67], [0.13, -0.07, 0.15], [0.00, 0.10, 0.01], [0.12, -0.40, -0.56], [0.04, 0.01, 0.01], [-0.05, -0.13, -0.02], [0.21, 0.19, 0.13], [-0.02, 0.00, 0.06], [-0.02, 0.01, -0.02], [-0.03, -0.10, -0.14], [0.01, 0.03, -0.01], [-0.15, -1.08, 0.24], [0.10, 0.04, -0.12], [-0.05, -0.20, -0.03], [0.01, 0.01, 0.00], [-0.01, 0.00, -0.01], [-0.03, -0.13, -0.08], [0.03, -0.02, -0.17], [0.00, 0.00, 0.04], [-0.06, -0.05, 0.30], [0.04, 0.24, -0.22], [0.05, -0.04, 0.02], [-0.02, 0.03, 0.00], [0.16, 0.31, 0.08], [-1.17, 0.84, -0.22], [-0.13, -0.15, 0.16], [0.04, 0.10, -0.07], [0.10, 0.07, -0.04], [-0.13, -0.07, -0.02], [0.21, 0.01, -0.15], [-0.08, 0.14, 0.05], [0.02, -0.01, -0.04], [0.10, -0.28, 0.06], [-0.09, 0.01, -0.06], [0.04, 0.07, -0.01], [0.09, 0.24, 0.11], [-0.03, 0.00, 0.02], [-0.19, 0.10, 0.18], [0.08, 0.10, -0.09], [0.02, -0.02, 0.01], [0.02, -0.02, 0.04], [-0.16, 0.00, 0.26], [0.03, 0.01, 0.03], [-0.29, -0.32, -0.06], [0.17, 0.04, -0.22], [-0.01, 0.00, 0.02], [0.22, 0.18, -0.19], [0.02, -0.11, -0.28], [0.02, 0.06, -0.04], [-0.29, 0.07, -0.15], [0.03, 0.03, 0.03], [-0.16, -0.01, 0.26], [0.10, 0.00, -0.15], [0.01, 0.24, 0.08], [-0.08, -0.23, 0.14], [0.11, 0.01, -0.22], [-0.04, 0.02, 0.00], [0.15, 0.21, 0.43], [-0.08, 1.16, -0.37], [-0.13, 0.09, 0.01], [-0.01, -0.01, 0.02], [-0.07, -0.01, -0.02], [0.11, -0.06, 0.11], [-0.01, 0.12, -0.06], [0.24, 0.00, 0.08], [-0.02, 0.02, -0.04], [-0.07, 0.15, 0.00], [-0.01, -0.02, 0.04], [-0.08, 0.25, -0.03], [0.03, -0.03, 0.07]], "lowdin_charge": [0.10, -0.07, 0.00, 0.11, -0.15, -0.35, -0.07, -0.03, -0.02, 0.11, 0.11, 0.11, -0.45, 0.09, 0.01, -0.08, 0.03, -0.03, -0.07, 0.11, 0.10, -0.03, 0.01, -0.14, 0.12, -0.01, 0.10, 0.00, 0.56, -0.08, 0.11, -0.05, -0.06, 0.12, 0.07, -0.01, 0.12, -0.35, 0.11, -0.33, 0.11, 0.05, 0.11, 0.10, -0.32, 0.10, -0.48, -0.08, -0.15, 0.12, -0.05, 0.11, -0.34, 0.12, -0.33, 0.05, -0.07, 0.08, -0.07, 0.10, -0.07, 0.05, 0.12, 0.02, 0.08, -0.35, -0.05, 0.08, 0.11, 0.08, -0.02, 0.05, -0.16, 0.12, 0.07, 0.03, 0.07, 0.05, 0.01, 0.10, 0.12, 0.12, -0.08, 0.01, -0.05, 0.05, 0.09, 0.05, -0.14, -0.07, 0.06, 0.12, 0.10, -0.37, -0.07, 0.05, -0.08, 0.11, -0.05, -0.05, 0.11, -0.14, -0.92, -0.06, 0.11, 0.07, 0.73, 0.08, 0.12, 0.09, 0.11, -0.07, 0.12, 0.08, -0.15, 0.07, -0.36, -0.01, 0.11, 0.10, -0.07, 0.10, -0.07, 0.00, 0.07, -0.08, -0.01, -0.08, 0.08, 0.00, -0.07, -0.14, 0.10, 0.00, -0.34, -0.01, 0.00, 0.00, 0.11, -0.08, -0.26, 0.11, 0.11, -0.36, 0.07, 0.08, -0.16, 0.08, 0.12, 0.08, 0.00, 0.07]}

---

| no. | energy (eV) |
| --- | --- |
| 1 | -65308.5013 |
| 2 | -147400.4962 |